# 1
Computed, not measured: a 2-piece molecular cluster, CHN2P overall at a distorted geometry, with wB97M-V/def2-TZVPD.

Cartesian coordinates (Å):
P  -0.742  1.291  0.333
N  3.445  0.252  0.904
N  1.891  0.338  -0.922
C  2.711  0.392  -0.038
H  0.101  0.799  1.349

As for the lowest unoccupied orbital energy (spin up / spin down): -3.8 / -3.3 eV. The spin multiplicity is 3. Its expectation value of S² is 2.0260. The value obtained for the HOMO energy (spin up / spin down) is -9.2 / -8.7 eV. Its charge is 0. As for the electronic energy: -13315.1225 eV. As for the energy relative to the best compared isomer or geometry (same formula, charge and spin): 0.0 kJ/mol. As for the HOMO-LUMO gap (spin up / spin down): 5.41 / 5.43 eV.

Atomic partial charges in e from the Mulliken method, atoms 1 to 2: atom 1 (P): 0.27, atom 2 (N): -0.39

---

# 2
Computed, not measured: one molecule with the formula C2H3ClN2 at a distorted geometry, with wB97M-V/def2-TZVPD.

Cartesian coordinates (Å):
Cl  -0.765  -2.530  -0.800
N  0.441  -0.239  -1.723
N  0.652  -1.396  -0.816
C  0.321  -0.105  -0.502
C  -0.090  0.994  0.864
H  -1.057  1.647  0.495
H  -0.322  0.110  1.440
H  0.821  1.519  1.041

As for the lowest unoccupied orbital energy: 0.5 eV. The spin multiplicity is 1. The value obtained for the HOMO energy is -9.9 eV. Its charge is 0. As for the electronic energy: -17620.2497 eV. As for the energy relative to the best compared isomer or geometry (same formula, charge and spin): 497.8 kJ/mol. As for the HOMO-LUMO gap: 10.43 eV. As for the SMILES: CC1=NN1Cl.

Atomic partial charges in e from the Mulliken method, atoms 1 to 2: atom 1 (Cl): -0.17, atom 2 (N): -0.31

---

# 3
Computed, not measured: C16H12LuNO7 as an isolated structure at a distorted geometry, with wB97M-V/def2-TZVPD.

Cartesian coordinates (Å):
Lu  -0.317  1.636  0.025
O  1.365  5.396  0.060
O  -0.058  3.639  0.036
O  -0.432  -0.410  -0.015
O  6.317  4.265  0.050
O  -1.917  -4.884  0.224
O  -2.401  1.483  -0.025
O  6.889  2.067  0.005
N  1.956  1.900  -0.009
C  -1.419  -1.274  0.035
C  -1.109  -2.633  0.107
C  4.633  2.654  -0.019
C  -2.128  -3.570  0.147
C  -2.786  -0.851  -0.016
C  -4.631  0.882  -0.396
C  3.615  3.612  0.008
C  -3.789  -1.868  0.011
C  2.932  0.978  -0.036
C  -3.208  0.505  -0.125
C  -0.559  -5.355  0.256
C  4.261  1.316  -0.042
C  1.176  4.220  0.039
C  2.304  3.217  0.012
C  6.101  3.038  -0.029
C  -3.495  -3.187  0.101
H  5.049  0.576  -0.065
H  -5.044  0.326  -1.237
H  -0.059  -4.979  1.148
H  2.603  -0.054  -0.053
H  -4.685  1.947  -0.591
H  -0.615  -6.436  0.291
H  -0.029  -5.038  -0.640
H  3.889  4.658  0.024
H  -4.259  -3.950  0.137
H  -4.832  -1.581  -0.023
H  -5.251  0.660  0.477
H  -0.067  -2.905  0.131

As for the lowest unoccupied orbital energy: -1.8 eV. The spin multiplicity is 1. The value obtained for the HOMO energy is -7.6 eV. Its charge is 0. As for the electronic energy: -66232.1481 eV. As for the HOMO-LUMO gap: 5.75 eV.

Atomic partial charges in e from the Mulliken method, atoms 1 to 2: atom 1 (Lu): 1.80, atom 2 (O): -0.56

---

# 4
Computed, not measured: C29H33N6O2RuS4 as an isolated structure, with wB97M-V/def2-TZVPD.

Cartesian coordinates (Å):
Ru  -0.330  0.351  1.357
S  -0.735  -1.997  1.227
S  1.855  2.408  3.417
S  2.073  -0.330  1.266
S  -0.686  0.027  3.808
O  -2.097  2.014  -1.115
O  1.136  -1.216  -1.105
N  -0.451  0.384  -0.671
N  -1.662  4.280  0.966
N  -2.366  0.756  1.458
N  -4.055  2.137  1.484
N  -1.030  0.879  -2.783
N  -0.438  2.477  1.176
C  -3.525  0.015  1.436
C  0.362  3.492  0.716
C  2.173  0.878  -3.257
C  -0.386  4.619  0.586
C  -1.928  -3.945  -4.092
C  -0.760  -1.516  -3.391
C  3.200  1.344  -4.061
C  3.291  1.333  3.253
C  -1.276  -2.473  2.894
C  0.039  -2.621  -3.680
C  3.149  1.152  -5.434
C  -0.523  -1.772  4.003
C  0.823  -2.905  1.006
C  -0.544  -3.828  -4.029
C  1.089  0.210  -3.817
C  -4.583  0.867  1.454
C  -1.290  1.189  -1.499
C  0.304  -0.418  -1.488
C  -0.091  -0.213  -2.951
C  -2.723  -2.850  -3.800
C  0.555  0.499  5.065
C  -2.721  2.029  1.472
C  -2.142  -1.639  -3.443
C  -1.657  2.979  1.286
C  2.990  -0.099  2.837
C  2.068  0.493  -5.998
C  1.085  1.920  4.970
C  2.070  -2.161  1.443
C  1.041  0.021  -5.193
H  1.793  2.074  5.786
H  -1.543  1.306  -3.536
H  0.206  -0.503  -5.640
H  0.842  -3.137  -0.052
H  4.045  1.855  -3.617
H  0.083  -4.678  -4.265
H  3.846  1.323  4.192
H  -2.778  -0.792  -3.217
H  -5.643  0.687  1.449
H  -2.340  -2.242  2.940
H  -2.465  4.885  0.908
H  -0.933  -2.043  4.976
H  -1.176  -3.555  2.972
H  2.262  -2.353  2.497
H  2.927  -2.528  0.879
H  -4.591  2.989  1.456
H  2.229  1.029  -2.184
H  1.409  3.356  0.514
H  1.365  -0.226  5.032
H  -3.801  -2.931  -3.857
H  0.042  0.372  6.019
H  1.117  -2.529  -3.643
H  0.535  -2.031  3.987
H  3.930  1.823  2.517
H  0.727  -3.837  1.565
H  -2.380  -4.885  -4.379
H  2.023  0.340  -7.068
H  0.280  2.644  5.114
H  -3.532  -1.058  1.375
H  -0.126  5.615  0.274
H  3.931  -0.628  2.670
H  2.461  -0.627  3.627
H  3.953  1.513  -6.063

As for the lowest unoccupied orbital energy (spin up / spin down): -5.3 / -7.5 eV. The spin multiplicity is 2. Its expectation value of S² is 0.7557. The value obtained for the HOMO energy (spin up / spin down) is -13.1 / -13.1 eV. Its charge is +2. As for the electronic energy: -89557.8848 eV. As for the energy relative to the best compared isomer or geometry (same formula, charge and spin): 0.0 kJ/mol. As for the HOMO-LUMO gap (spin up / spin down): 7.85 / 5.67 eV.

Atomic partial charges in e from the Mulliken method, atoms 1 to 2: atom 1 (Ru): -0.16, atom 2 (S): 0.35

---

# 5
Computed, not measured: one molecule with the formula C22H26N2O7, with wB97M-V/def2-TZVPD.

Cartesian coordinates (Å):
O  -0.461  -2.935  0.726
O  5.397  -1.173  -0.580
O  0.587  2.906  0.239
O  -3.376  1.535  -1.032
O  -1.897  0.132  -1.987
O  -4.597  -0.865  1.289
O  -2.497  -2.369  -0.054
N  0.055  2.014  -1.770
N  -0.672  1.129  2.024
C  2.059  1.284  -0.687
C  -2.450  0.141  1.154
C  2.034  -0.023  -1.177
C  0.844  2.134  -0.671
C  -2.634  2.641  1.864
C  3.162  -0.808  -1.111
C  4.373  0.987  -0.063
C  -2.218  1.228  -1.609
C  -4.213  0.452  -0.655
C  -3.816  -0.169  0.696
C  4.351  -0.314  -0.562
C  3.233  1.766  -0.121
C  -1.318  2.451  -1.756
C  -1.369  -2.138  0.637
C  1.079  -0.637  2.067
C  -2.586  -3.605  -0.753
C  -0.282  -0.139  1.756
C  -1.371  -0.801  1.216
C  -1.970  1.330  1.647
C  6.607  -0.837  0.070
C  6.511  -0.968  1.587
C  -1.821  -3.545  -2.069
H  -2.190  -4.405  -0.119
H  -1.566  2.973  -2.687
H  1.270  -1.540  1.496
H  -0.056  1.870  2.323
H  -3.495  2.746  1.209
H  -4.146  -0.353  -1.396
H  -3.654  -3.757  -0.920
H  -1.458  3.128  -0.912
H  -0.754  -3.489  -1.872
H  7.330  -1.559  -0.320
H  7.480  -0.762  2.034
H  6.936  0.169  -0.218
H  -2.119  -2.662  -2.629
H  1.154  -0.884  3.127
H  -2.975  2.734  2.897
H  3.153  -1.824  -1.472
H  1.119  -0.449  -1.563
H  0.258  1.267  -2.418
H  5.780  -0.273  1.993
H  -2.028  -4.435  -2.658
H  1.830  0.116  1.833
H  3.244  2.771  0.275
H  -1.929  3.446  1.664
H  -5.235  0.832  -0.612
H  6.207  -1.977  1.849
H  5.267  1.405  0.371

As for the lowest unoccupied orbital energy: 0.7 eV. The spin multiplicity is 1. The value obtained for the HOMO energy is -8.1 eV. Its charge is 0. As for the electronic energy: -40550.2312 eV. As for the energy relative to the best compared isomer or geometry (same formula, charge and spin): 19.0 kJ/mol. As for the HOMO-LUMO gap: 8.84 eV. As for the SMILES: CCOC(=O)c1c(C)[nH]c(C)c1C(=O)COC(=O)CNC(=O)c1ccc(OCC)cc1.

Atomic partial charges in e from the Mulliken method, atoms 1 to 2: atom 1 (O): -0.74, atom 2 (O): -0.47

---

# 6
Computed, not measured: C41H50LiN4OPSSb as an isolated structure at a distorted geometry, with wB97M-V/def2-TZVPD.

Cartesian coordinates (Å):
Sb  0.543  2.653  0.655
S  -0.456  -1.784  4.280
P  -1.601  -2.235  -0.683
O  -2.826  1.442  0.717
N  -2.977  0.280  -0.048
N  2.740  -1.943  0.818
N  1.138  -0.859  -0.281
N  -0.560  -0.765  1.948
C  -5.687  -2.050  -0.206
C  0.400  -4.061  -0.026
C  2.340  -0.735  -2.479
C  -0.889  -3.613  0.262
C  -3.386  -2.660  -0.644
C  -1.575  3.817  -1.237
C  0.641  -1.409  2.020
C  3.530  -1.074  -3.087
C  0.401  -5.384  1.978
C  -0.916  -3.931  -2.898
C  2.804  2.743  0.687
C  3.218  -1.753  -0.454
C  -1.236  -2.664  -2.419
C  0.674  3.800  -2.229
C  3.368  4.043  1.233
C  -1.577  3.670  2.636
C  1.036  -4.944  0.826
C  -0.920  -1.761  -4.630
C  0.400  2.639  3.714
C  -3.974  -0.415  0.314
C  4.552  -1.733  -2.394
C  2.183  -1.073  -1.139
C  0.870  -2.022  3.225
C  -0.577  -4.100  -4.229
C  4.416  -2.084  -1.066
C  -1.231  -0.879  3.040
C  -3.829  -3.920  -1.037
C  -1.248  -1.585  -3.299
C  -0.880  -4.944  2.272
C  -0.056  3.605  2.628
C  -1.514  -4.051  1.428
C  1.493  -1.397  0.867
C  3.346  2.491  -0.713
C  -4.329  -1.717  -0.213
C  -0.106  4.118  -0.962
C  0.059  5.583  -0.597
C  3.232  1.582  1.569
C  0.491  4.995  2.908
C  -6.113  -3.287  -0.641
C  -5.178  -4.231  -1.042
C  -0.568  -3.019  -5.095
Li  -0.694  0.029  0.049
H  -2.506  -3.688  1.665
H  1.575  5.023  2.891
H  1.693  4.168  -2.165
H  -1.940  4.444  -2.052
H  2.887  0.647  1.143
H  -2.198  -0.443  3.188
H  -1.928  4.047  3.596
H  0.109  5.722  2.196
H  -5.502  -5.210  -1.358
H  1.480  2.666  3.839
H  -6.402  -1.312  0.127
H  4.433  4.102  1.011
H  -7.166  -3.521  -0.652
H  1.078  5.804  -0.286
H  -0.910  -4.784  -2.234
H  -1.698  2.774  -1.549
H  0.905  -6.066  2.646
H  0.206  4.280  -3.090
H  -2.471  2.118  0.122
H  1.718  -2.597  3.539
H  5.463  -1.981  -2.916
H  -1.515  -0.606  -2.914
H  -0.625  5.868  0.199
H  1.551  -0.230  -3.012
H  0.698  2.725  -2.418
H  -0.282  -3.157  -6.127
H  2.883  4.909  0.787
H  5.207  -2.585  -0.531
H  0.894  -3.718  -0.927
H  2.782  1.720  -1.236
H  2.836  1.666  2.576
H  2.031  -5.293  0.589
H  -4.643  -0.013  1.078
H  -3.110  -4.667  -1.342
H  0.173  5.311  3.903
H  -0.923  -0.918  -5.305
H  -0.166  6.208  -1.462
H  -1.383  -5.292  3.162
H  4.380  2.153  -0.647
H  -0.311  -5.083  -4.589
H  -1.942  4.350  1.870
H  4.318  1.545  1.636
H  3.685  -0.830  -4.127
H  -2.196  4.031  -0.368
H  3.263  4.087  2.315
H  -2.021  2.690  2.481
H  3.341  3.393  -1.315
H  0.101  1.615  3.487
H  -0.043  2.912  4.673
H  3.223  -2.395  1.575

As for the lowest unoccupied orbital energy: -2.5 eV. The spin multiplicity is 1. The value obtained for the HOMO energy is -10.4 eV. Its charge is +1. As for the electronic energy: -78199.1004 eV. As for the HOMO-LUMO gap: 7.94 eV.

Atomic partial charges in e from the Mulliken method, atoms 1 to 2: atom 1 (Sb): 0.66, atom 2 (S): -0.21

---

Number 1: molar mass 72.01 g mol⁻¹. Number 2: molar mass 90.51 g mol⁻¹. Number 3: molar mass 505.24 g mol⁻¹. Number 4: molar mass 726.96 g mol⁻¹. Number 5: molar mass 430.46 g mol⁻¹. Number 6: molar mass 806.62 g mol⁻¹.